Record 1
{
  "formula": "C23H57BBrN7O4PS",
  "method": "ωB97M-V/def2-TZVPD",
  "gap_ha": 0.259,
  "total_charge": 1,
  "e_tot_ev": -134234.497,
  "symbols": ["N", "P", "N", "C", "N", "N", "S", "C", "B", "N", "O", "C", "C", "O", "C", "O", "C", "C", "O", "C", "C", "C", "C", "Br", "H", "H", "H", "H", "H", "H", "H", "H", "H", "H", "H", "H", "H", "H", "H", "H", "H", "H", "H", "H", "H", "H", "H", "H", "H", "H", "H", "C", "C", "N", "C", "C", "C", "C", "H", "H", "H", "H", "H", "H", "H", "H", "H", "H", "H", "H", "H", "H", "H", "C", "C", "N", "C", "C", "C", "C", "H", "H", "H", "H", "H", "H", "H", "H", "H", "H", "H", "H", "H", "H", "H"],
  "coordinates": [[-0.454013, 1.228002, 3.044277], [-0.277730, 2.568777, 2.321985], [-0.771471, 2.476163, 0.622833], [0.177373, 1.910479, -0.184494], [1.329344, 2.570968, -0.327013], [0.005824, 0.713188, -0.768154], [1.061518, 0.239925, -2.056325], [-1.329233, 0.044550, -0.828461], [-1.981437, 0.215711, -2.306243], [-2.375564, -0.957858, -2.974369], [-2.211413, 1.429034, -2.900931], [-2.199994, 0.505727, 0.341819], [-3.596072, -0.088294, 0.202739], [-4.296393, 0.666572, -0.762994], [-5.699071, 0.415017, -0.771385], [-6.211806, 0.707778, -2.009874], [-6.489301, 2.088657, -2.233166], [-6.669456, 2.276050, -3.723949], [-5.504900, 1.913864, -4.434309], [-2.188986, 2.026718, 0.399943], [-3.150967, 2.656047, 1.402530], [-3.188548, 4.187640, 1.306264], [-4.151762, 4.638953, 0.216866], [-3.770592, 6.434426, -0.388776], [-1.023253, 1.155273, 3.875826], [1.035409, 2.972935, 2.072650], [-0.922058, 3.734776, 2.754214], [1.371711, 3.543486, -0.074459], [2.162048, 2.107454, -0.660636], [0.822210, 1.309579, -2.837962], [-1.145084, -1.021913, -0.670350], [-2.693874, -0.859353, -3.928807], [-1.862359, -1.815639, -2.850704], [-1.827484, 2.212746, -2.510038], [-1.771240, 0.148264, 1.282609], [-3.515387, -1.133500, -0.125177], [-4.110531, -0.085329, 1.171018], [-6.160650, 1.034703, 0.013692], [-5.891715, -0.642110, -0.569186], [-7.404248, 2.370274, -1.698387], [-5.657997, 2.709656, -1.883862], [-7.545006, 1.706175, -4.052802], [-6.853018, 3.330158, -3.935880], [-5.446840, 0.956855, -4.442283], [-2.497227, 2.416424, -0.573584], [-4.136332, 2.273656, 1.125991], [-2.969278, 2.299936, 2.418731], [-2.199354, 4.584562, 1.070130], [-3.487612, 4.623562, 2.260742], [-4.091716, 3.996446, -0.660940], [-5.183536, 4.638660, 0.560249], [8.391742, 0.205636, -1.943446], [7.141297, -0.465589, -1.399998], [5.938618, 0.333502, -1.595634], [4.803785, -0.131541, -0.826521], [4.202434, -1.502905, -1.153225], [5.662093, 0.732826, -2.968315], [5.526784, -0.369671, -4.024138], [8.491737, 1.214320, -1.540708], [9.272328, -0.369353, -1.657025], [8.385708, 0.268697, -3.032126], [7.250089, -0.607179, -0.321233], [7.058529, -1.473675, -1.834417], [4.014969, 0.626822, -0.924347], [5.101837, -0.127127, 0.226476], [3.662863, -1.498427, -2.100113], [3.492836, -1.782731, -0.369749], [4.957406, -2.287837, -1.197374], [6.455225, 1.413024, -3.284198], [4.748371, 1.336806, -2.946989], [6.341119, -1.091683, -3.951006], [5.570210, 0.069398, -5.022113], [4.588713, -0.918140, -3.944838], [0.175577, -5.552161, 5.078712], [-0.233753, -4.596313, 3.969998], [0.467144, -3.322711, 4.031823], [-0.114266, -2.294489, 3.194250], [-0.097364, -2.500541, 1.671787], [1.921698, -3.400773, 4.029772], [2.595273, -4.118618, 2.854868], [0.083596, -5.070361, 6.052862], [-0.468391, -6.431775, 5.065321], [1.202714, -5.899629, 4.963308], [-1.300080, -4.371403, 4.067029], [-0.115783, -5.106196, 3.000349], [0.379680, -1.347897, 3.424942], [-1.157796, -2.178287, 3.508658], [0.900026, -2.370701, 1.250688], [-0.754349, -1.763070, 1.200267], [-0.458968, -3.490803, 1.390826], [2.231873, -3.891695, 4.954149], [2.295964, -2.375926, 4.099569], [2.120499, -5.078988, 2.647636], [3.640385, -4.318073, 3.097080], [2.576701, -3.530596, 1.937533]],
  "atomic_forces_ev_per_a": [[0.1, 0.2, 0.2], [-0.1, -0.1, -0.3], [0.0, -0.1, 0.2], [0.2, -0.4, 0.2], [-0.1, 0.0, 0.0], [-0.4, 0.8, -0.5], [0.3, 0.0, 0.3], [0.0, -0.1, 0.1], [-0.3, -0.1, 0.3], [0.3, 0.2, -0.4], [0.3, -0.1, -0.3], [-0.1, -0.1, 0.1], [0.0, 0.1, 0.0], [0.0, 0.0, 0.0], [0.0, 0.0, 0.0], [-0.1, 0.0, 0.0], [0.0, 0.1, -0.1], [-0.1, 0.0, 0.1], [0.0, 0.2, -0.1], [-0.1, 0.1, -0.1], [-0.1, 0.0, -0.1], [0.0, 0.0, 0.0], [-0.1, -0.2, 0.0], [0.0, 0.1, 0.0], [0.0, -0.1, 0.0], [0.0, 0.0, 0.1], [0.0, 0.0, 0.0], [0.0, -0.1, 0.1], [-0.1, 0.0, -0.1], [-0.1, -0.1, -0.1], [0.2, 0.1, -0.1], [-0.1, -0.1, 0.1], [-0.2, -0.1, 0.2], [-0.1, 0.1, 0.1], [0.0, -0.1, 0.0], [-0.1, 0.0, 0.1], [0.0, 0.1, 0.0], [0.0, -0.1, 0.0], [0.1, 0.0, 0.0], [0.0, 0.0, 0.0], [0.0, -0.1, 0.0], [0.1, 0.0, -0.1], [0.0, 0.0, 0.0], [0.0, -0.2, 0.1], [0.2, 0.0, 0.0], [0.0, 0.0, 0.1], [0.1, 0.0, 0.0], [0.0, 0.0, 0.0], [0.0, 0.0, 0.0], [0.1, 0.1, 0.0], [0.0, 0.0, 0.0], [0.0, 0.0, 0.0], [0.0, 0.0, 0.0], [0.0, 0.0, -0.1], [0.0, 0.0, 0.0], [-0.1, 0.0, 0.0], [0.0, 0.0, 0.0], [0.0, 0.0, 0.0], [0.0, 0.0, 0.0], [0.0, 0.0, 0.0], [0.0, 0.0, 0.0], [0.0, 0.0, 0.0], [0.0, 0.0, 0.0], [0.0, 0.0, 0.0], [0.0, 0.0, 0.0], [0.0, 0.0, 0.0], [0.0, 0.0, 0.0], [0.0, 0.0, 0.0], [0.0, 0.0, 0.0], [0.0, 0.0, 0.0], [0.0, 0.0, 0.0], [0.0, 0.0, 0.0], [0.0, 0.0, 0.0], [0.0, 0.0, 0.0], [0.0, 0.0, 0.0], [0.0, -0.1, -0.1], [0.0, 0.1, 0.0], [0.0, 0.0, 0.0], [0.0, 0.0, 0.0], [0.0, 0.0, 0.0], [0.0, 0.0, 0.0], [0.0, 0.0, 0.0], [0.0, 0.0, 0.0], [0.0, 0.0, 0.0], [0.0, 0.0, 0.0], [0.0, 0.0, 0.0], [0.0, 0.0, 0.0], [0.0, 0.0, 0.0], [0.1, -0.1, 0.1], [0.0, 0.0, 0.0], [0.0, 0.0, 0.0], [0.0, 0.0, 0.0], [0.0, 0.0, 0.0], [0.0, 0.0, 0.0], [0.0, 0.0, 0.0]]
}

***

Record 2
{
  "formula": "C23H57BNO14PS",
  "method": "ωB97M-V/def2-TZVPD",
  "smiles": "CB(O)[C@H]1OC(=O)O[C@@]1(CON=O)P(O)(O)=S.CC(C)O.CC(C)O.CC(C)O.CC(C)O.CC(C)O.CC(C)O",
  "gap_ha": 0.317,
  "e_tot_ev": -75725.348,
  "symbols": ["C", "B", "O", "C", "O", "C", "O", "O", "C", "C", "O", "N", "O", "P", "O", "O", "S", "H", "H", "H", "H", "H", "H", "H", "H", "H", "C", "C", "C", "O", "H", "H", "H", "H", "H", "H", "H", "H", "C", "C", "C", "O", "H", "H", "H", "H", "H", "H", "H", "H", "C", "C", "C", "O", "H", "H", "H", "H", "H", "H", "H", "H", "C", "C", "C", "O", "H", "H", "H", "H", "H", "H", "H", "H", "C", "C", "C", "O", "H", "H", "H", "H", "H", "H", "H", "H", "C", "C", "C", "O", "H", "H", "H", "H", "H", "H", "H", "H"],
  "coordinates": [[-1.957744, -2.529349, 0.324822], [-2.451236, -2.188520, -1.199859], [-1.355724, -2.006219, -2.217926], [-3.981279, -2.060604, -1.765246], [-4.046041, -3.251402, -2.677725], [-4.002963, -4.359106, -1.665472], [-3.332476, -5.519872, -1.740256], [-4.904219, -3.862084, -0.572452], [-5.269435, -2.419356, -0.773387], [-6.479745, -2.545763, -1.859386], [-7.818485, -2.170507, -1.395553], [-8.162129, -3.186298, -0.541030], [-9.365043, -3.413079, -0.717572], [-5.474665, -1.481387, 0.865967], [-7.076097, -0.907381, 1.231197], [-5.098157, -2.650201, 2.151335], [-4.315715, 0.124643, 1.019529], [-1.735699, -3.700440, 0.376302], [-2.713579, -2.270048, 1.176723], [-0.937849, -1.983377, 0.616564], [-0.945432, -2.903407, -2.429658], [-4.275605, -1.013150, -2.213631], [-6.232386, -1.831793, -2.782527], [-6.600406, -3.631062, -2.343443], [-7.362862, -0.181001, 0.571913], [-5.421918, -2.240370, 3.029226], [0.947583, 1.578718, 0.909014], [-0.525124, 1.244867, 1.085677], [-1.279159, 2.392326, 1.738514], [-0.650946, 0.077076, 1.893105], [1.426230, 1.764319, 1.877107], [1.480044, 0.739181, 0.449339], [1.078816, 2.464005, 0.279009], [-0.970886, 1.018829, 0.110887], [-0.879441, 2.606786, 2.736038], [-2.335088, 2.133212, 1.870624], [-1.214696, 3.301998, 1.133367], [-0.257852, 0.268512, 2.760802], [-2.405837, 2.838100, -4.374404], [-1.473269, 2.855025, -3.173753], [-0.231128, 2.015095, -3.424818], [-2.162668, 2.349438, -2.033307], [-2.748318, 1.819843, -4.590306], [-3.301114, 3.436652, -4.174770], [-1.909768, 3.236033, -5.265148], [-1.180887, 3.886577, -2.949203], [-0.496516, 0.967633, -3.607069], [0.424896, 2.026485, -2.547845], [0.330145, 2.388368, -4.287083], [-2.426054, 1.433738, -2.223546], [5.447583, 4.015982, 0.955119], [3.974876, 3.682130, 1.131782], [3.220841, 4.829590, 1.784619], [3.849054, 2.514340, 1.939210], [5.926230, 4.201582, 1.923213], [5.980044, 3.176444, 0.495444], [5.578816, 4.901268, 0.325115], [3.529114, 3.456092, 0.156993], [3.620559, 5.044049, 2.782143], [2.164912, 4.570476, 1.916730], [3.285304, 5.739262, 1.179472], [4.242148, 2.705775, 2.806908], [-6.315573, -8.814339, -0.431496], [-6.147831, -7.602330, 0.470962], [-6.860970, -6.385568, -0.096797], [-4.760299, -7.310975, 0.617160], [-5.886661, -8.627496, -1.422394], [-5.786883, -9.679193, -0.016583], [-7.372015, -9.073964, -0.551438], [-6.542021, -7.828172, 1.467767], [-6.451391, -6.112616, -1.075860], [-6.721328, -5.517862, 0.556782], [-7.933765, -6.572376, -0.206687], [-4.401783, -7.109091, -0.263055], [5.679777, -1.002322, 0.475658], [4.252362, -1.326298, 0.064490], [3.926281, -0.752547, -1.305149], [3.350003, -0.789526, 1.028404], [5.832977, 0.080826, 0.539499], [5.896404, -1.410890, 1.468524], [6.399511, -1.415458, -0.237899], [4.110377, -2.412434, 0.051900], [4.017327, 0.339484, -1.304447], [2.892095, -0.982859, -1.582626], [4.593435, -1.158211, -2.072094], [3.468932, 0.174632, 1.046425], [9.484690, 4.711712, 1.323129], [9.037015, 6.029774, 1.934548], [9.917474, 6.422927, 3.109985], [7.686583, 5.911466, 2.374823], [9.420752, 3.898518, 2.054828], [8.834511, 4.435216, 0.486197], [10.515294, 4.774813, 0.960178], [9.065753, 6.817210, 1.173542], [9.868887, 5.670376, 3.905050], [9.576043, 7.367048, 3.547748], [10.961049, 6.537346, 2.800596], [7.651430, 5.214506, 3.050899]],
  "atomic_forces_ev_per_a": [[0.4, -0.5, 0.7], [2.9, 0.7, 0.2], [-2.2, -2.1, 1.2], [-1.3, 1.6, 1.0], [0.7, -1.8, 3.1], [1.1, -2.6, -0.1], [-5.1, 8.3, 0.6], [2.4, -1.4, -1.5], [1.1, -3.0, -3.2], [0.0, 0.7, -1.9], [1.9, -0.1, -0.5], [-5.6, -0.9, -1.0], [4.3, 0.5, 1.5], [0.2, 1.6, 3.4], [1.7, -0.8, -2.1], [-2.2, 2.8, -1.5], [-0.9, -1.6, -0.8], [-0.5, 2.3, -0.1], [1.4, -0.7, -1.7], [-2.2, -1.1, -0.9], [-0.6, 1.8, 0.6], [0.8, -2.4, 0.1], [-0.8, -1.4, 2.2], [0.7, 2.3, 1.5], [1.0, -1.6, 1.4], [0.7, -0.7, -2.0], [0.1, -0.1, -0.2], [0.3, 0.3, 0.4], [-0.3, 0.1, -0.1], [0.0, -0.2, 0.2], [-0.1, 0.1, -0.1], [-0.2, 0.1, 0.0], [0.0, 0.0, 0.1], [0.0, -0.1, 0.2], [0.1, 0.0, -0.1], [0.1, 0.0, -0.1], [0.0, -0.1, 0.1], [-0.1, -0.1, -0.4], [-0.2, 0.3, -0.1], [-0.1, -0.6, -0.3], [0.3, 0.0, 0.1], [-0.1, 0.0, 0.3], [0.2, 0.0, 0.0], [0.2, 0.0, 0.0], [-0.1, -0.1, 0.1], [-0.2, -0.2, 0.2], [-0.1, 0.1, -0.1], [-0.1, 0.1, -0.1], [0.0, -0.1, 0.1], [0.2, 0.4, 0.1], [0.1, -0.2, -0.2], [0.4, 0.4, 0.4], [-0.4, 0.1, -0.1], [0.0, -0.4, 0.1], [-0.2, 0.1, -0.2], [-0.1, 0.1, 0.0], [0.1, -0.1, 0.2], [0.0, -0.2, 0.2], [0.1, 0.0, -0.1], [0.1, 0.0, -0.1], [0.0, -0.1, 0.1], [-0.2, -0.1, -0.4], [-0.1, -0.4, 0.1], [0.2, 0.1, -0.7], [-0.3, 0.2, 0.3], [0.1, 0.0, 0.1], [-0.1, 0.1, 0.1], [-0.1, 0.1, 0.0], [0.1, 0.0, 0.0], [0.2, 0.1, -0.1], [0.0, -0.2, 0.0], [0.0, -0.2, -0.1], [0.1, 0.0, 0.0], [-0.1, 0.0, 0.3], [0.3, -0.2, 0.2], [0.1, 0.7, 0.0], [-0.2, -0.2, -0.3], [-0.1, -0.1, 0.1], [-0.1, -0.1, -0.1], [-0.1, 0.0, -0.2], [0.0, 0.1, 0.1], [-0.1, 0.2, 0.1], [0.1, -0.1, 0.1], [0.1, 0.0, 0.0], [-0.1, 0.1, 0.0], [0.0, -0.2, 0.1], [0.0, -0.1, -0.4], [0.2, -0.5, 0.4], [0.1, 0.3, 0.1], [-0.2, 0.1, 0.1], [0.1, 0.1, 0.0], [0.1, 0.1, 0.1], [-0.1, -0.1, 0.0], [-0.2, -0.1, 0.1], [0.0, -0.1, -0.2], [0.1, -0.1, -0.1], [-0.1, 0.0, 0.1], [0.1, 0.3, -0.3]]
}